# 1
{
  "formula": "C25H23HgN4OS",
  "method": "ωB97M-V with the def2-TZVPD basis set",
  "e_tot_ha": -1812.23159,
  "e_lumo_ev": [0.03, -0.04],
  "multiplicity": 2,
  "gap_ev": [5.36, 8.43],
  "symbols": ["Hg", "S", "O", "N", "N", "N", "N", "C", "C", "C", "C", "C", "C", "C", "C", "C", "C", "C", "C", "C", "C", "C", "C", "C", "C", "C", "C", "C", "C", "C", "C", "C", "H", "H", "H", "H", "H", "H", "H", "H", "H", "H", "H", "H", "H", "H", "H", "H", "H", "H", "H", "H", "H", "H", "H"],
  "xyz": [[0.391, 2.053, 2.226], [2.859, -3.153, -2.181], [0.488, 0.743, 3.825], [1.712, 0.214, 0.597], [-1.444, 1.146, 0.318], [0.300, 3.351, 0.637], [-0.797, -6.006, -2.195], [1.460, -4.331, -2.143], [0.225, -3.825, -2.323], [-1.178, 1.228, -2.090], [-0.766, 1.983, -3.213], [2.308, 0.439, -0.536], [-2.635, -0.363, -0.943], [-1.970, 1.386, 3.876], [2.642, -0.516, -1.468], [0.978, 4.899, -1.601], [0.876, 4.554, 0.834], [-0.718, 0.911, 4.628], [-0.056, 2.861, -0.623], [1.274, -1.015, 0.825], [2.291, -1.821, -1.128], [-2.090, 0.133, -2.133], [1.578, -5.693, -1.930], [-1.043, -0.408, 5.346], [0.348, 3.635, -1.798], [-2.232, 0.151, 0.245], [0.054, 3.065, -3.087], [-0.876, -4.644, -2.380], [1.222, 5.315, -0.270], [-0.965, 1.781, -0.752], [1.556, -2.103, 0.048], [0.448, -6.479, -2.075], [-2.530, -0.185, 1.240], [-2.845, 1.389, 4.490], [-1.887, -4.285, -2.526], [0.571, -7.541, -1.978], [2.526, -6.206, -1.841], [1.278, 4.780, 1.862], [-0.080, -0.708, 5.844], [2.565, 1.519, -0.790], [-2.299, -0.315, -3.088], [0.445, 3.516, -3.993], [-3.385, -1.120, -0.896], [0.626, -1.211, 1.650], [-1.853, 2.474, 3.688], [-0.604, 1.635, 5.455], [-2.307, 0.955, 2.965], [-0.886, 1.685, -4.225], [0.135, -2.784, -2.565], [1.324, -3.122, 0.276], [-1.224, -1.232, 4.664], [3.219, -0.283, -2.367], [1.555, 6.328, 0.022], [1.206, 5.474, -2.476], [-1.791, -0.255, 6.051]],
  "lowdin_charge": [1.29, 0.99, -0.42, 0.03, 0.06, -0.17, 0.07, -0.51, -0.13, -0.14, -0.05, -0.17, -0.07, -0.12, -0.08, -0.05, -0.21, -0.56, -0.18, -0.15, -0.51, 0.01, -0.08, -0.07, -0.15, -0.19, -0.03, -0.10, -0.11, -0.19, -0.05, -0.15, 0.11, 0.07, 0.10, 0.10, 0.11, 0.11, 0.09, 0.14, 0.11, 0.11, 0.09, 0.10, 0.06, 0.12, 0.03, 0.10, 0.11, 0.11, 0.07, 0.11, 0.10, 0.09, 0.05]
}

=====

# 2
{
  "formula": "C25H23IN6O6SV",
  "method": "ωB97M-V with the def2-TZVPD basis set",
  "e_tot_ha": -3386.31571,
  "e_lumo_ev": [-3.53, -3.68],
  "multiplicity": 3,
  "total_charge": 1,
  "relative_energy_ev": 0.035,
  "gap_ev": [7.79, 7.84],
  "symbols": ["I", "V", "S", "O", "O", "O", "O", "O", "O", "N", "N", "N", "N", "N", "N", "C", "C", "C", "C", "C", "C", "C", "C", "C", "C", "C", "C", "C", "C", "C", "C", "C", "C", "C", "C", "C", "C", "C", "C", "C", "H", "H", "H", "H", "H", "H", "H", "H", "H", "H", "H", "H", "H", "H", "H", "H", "H", "H", "H", "H", "H", "H", "H"],
  "xyz": [[0.323, -2.734, -1.233], [0.598, -0.078, -0.179], [1.327, 1.222, -2.174], [2.324, -0.220, 0.432], [-3.205, 4.289, -0.226], [-1.316, 0.235, -0.831], [0.390, 0.120, 5.176], [-2.535, 5.330, 1.615], [-2.371, 2.061, -1.576], [0.489, 2.493, 1.834], [4.505, 0.551, 3.143], [-0.780, 0.774, -3.747], [1.053, -0.603, -4.108], [0.063, 1.668, 0.875], [0.046, -1.192, 1.480], [-1.024, 2.222, 0.357], [4.938, 0.725, 0.768], [-2.305, -3.619, -0.003], [2.732, -0.091, 1.690], [1.637, -0.565, 5.307], [4.048, 0.387, 1.919], [-1.108, -2.011, 1.335], [-2.887, 0.739, -4.933], [-1.649, 1.466, -0.770], [0.483, 0.385, -3.437], [-1.309, 3.438, 0.992], [-2.144, -2.000, 2.259], [0.670, -1.143, 2.604], [-1.509, 0.214, -4.734], [-1.203, -2.808, 0.196], [-2.391, 4.452, 0.812], [1.931, -0.452, 2.786], [1.063, -2.310, -5.802], [0.381, -1.183, -5.101], [-0.914, -0.789, -5.459], [3.728, 0.254, 4.191], [-0.311, 3.563, 1.946], [2.455, -0.264, 4.086], [-3.329, -3.620, 0.936], [-3.252, -2.811, 2.058], [0.274, -1.695, 3.453], [-3.395, 0.194, -5.723], [1.466, -1.645, 5.408], [1.302, 2.250, 2.380], [-0.040, 0.153, 6.035], [5.376, -0.185, 0.353], [-2.849, 1.797, -5.196], [-4.194, -4.249, 0.779], [0.751, -2.383, -6.842], [5.741, 1.368, 1.115], [-2.954, 3.516, -0.779], [-2.376, -4.243, -0.883], [-0.145, 4.336, 2.675], [-1.439, -1.263, -6.274], [4.385, 1.209, -0.037], [-3.453, 0.650, -4.005], [4.162, 0.438, 5.168], [-1.230, 1.476, -3.153], [-2.082, -1.346, 3.120], [-4.059, -2.800, 2.776], [2.141, -2.187, -5.737], [0.796, -3.248, -5.310], [2.180, -0.233, 6.194]],
  "lowdin_charge": [1.22, 0.62, 0.71, -0.24, 0.14, -0.14, -0.06, 0.13, 0.05, 0.09, 0.14, 0.14, 0.11, 0.01, -0.03, -0.13, 0.00, -0.12, -0.25, -0.20, -0.25, -0.32, 0.02, -0.57, -0.73, -0.02, 0.00, 0.00, -0.22, -0.58, -0.49, -0.08, -0.01, -0.29, 0.05, -0.08, 0.05, -0.15, -0.06, -0.05, 0.14, 0.09, 0.13, 0.17, 0.10, 0.10, 0.11, 0.12, 0.09, 0.09, 0.07, 0.10, 0.15, 0.13, 0.08, 0.10, 0.12, 0.12, 0.12, 0.12, 0.09, 0.10, 0.13]
}

=====

# 3
{
  "formula": "C25H23N2O",
  "method": "ωB97M-V with the def2-TZVPD basis set",
  "e_tot_ha": -1150.84048,
  "e_lumo_ev": -5.20,
  "total_charge": 1,
  "relative_energy_ev": 3.772,
  "gap_ev": 6.51,
  "symbols": ["O", "N", "N", "C", "C", "C", "C", "C", "C", "C", "C", "C", "C", "C", "C", "C", "C", "C", "C", "C", "C", "C", "C", "C", "C", "C", "C", "C", "H", "H", "H", "H", "H", "H", "H", "H", "H", "H", "H", "H", "H", "H", "H", "H", "H", "H", "H", "H", "H", "H", "H"],
  "xyz": [[-0.590, 2.090, 0.116], [2.061, 1.205, -0.272], [3.223, 1.292, -0.252], [0.980, 0.621, -0.916], [4.358, -0.535, 2.608], [-2.988, 0.651, -3.415], [1.950, -1.966, 2.484], [-1.541, 0.379, 2.291], [-2.954, -1.581, 2.388], [-0.845, -1.685, 1.202], [1.799, 1.473, -3.064], [-4.137, -2.333, 2.928], [-0.266, 1.383, -0.846], [-2.085, -2.238, 1.498], [4.316, -1.881, 3.000], [3.102, -2.583, 2.981], [-1.087, 1.379, -2.124], [1.351, 0.189, -2.321], [-2.224, 0.577, -2.243], [-2.711, -0.229, 2.704], [-1.460, 2.311, -4.301], [0.790, 2.648, -3.150], [-2.648, 1.580, -4.406], [3.184, 0.102, 2.230], [-0.520, -0.391, 1.677], [0.817, 0.121, 1.569], [-0.622, 2.146, -3.196], [1.961, -0.608, 2.053], [5.303, 0.020, 2.583], [-2.352, -3.213, 1.103], [-2.458, -0.115, -1.426], [0.900, 1.205, 1.645], [-1.347, 1.440, 2.484], [3.194, 1.187, 2.108], [-1.132, 2.966, -5.119], [-0.107, -2.246, 0.623], [-3.274, 1.695, -5.294], [-3.856, 0.002, -3.537], [0.900, 3.339, -2.289], [-3.430, 0.328, 3.307], [5.229, -2.371, 3.335], [2.665, 1.865, -2.516], [2.146, 1.176, -4.067], [3.059, -3.613, 3.342], [1.012, 3.243, -4.050], [2.153, -0.569, -2.305], [-5.031, -2.200, 2.297], [-4.390, -2.011, 3.946], [1.021, -2.538, 2.446], [0.477, -0.303, -2.786], [-3.894, -3.405, 2.948]],
  "lowdin_charge": [0.09, 0.02, 0.35, -0.16, -0.05, -0.06, 0.01, 0.01, -0.24, -0.03, -0.15, -0.04, -0.31, -0.02, -0.03, -0.04, -0.14, -0.11, -0.01, 0.00, -0.01, -0.11, -0.06, -0.05, -0.23, 0.06, -0.19, -0.18, 0.12, 0.12, 0.12, 0.12, 0.13, 0.11, 0.12, 0.13, 0.11, 0.11, 0.13, 0.13, 0.12, 0.09, 0.13, 0.12, 0.13, 0.13, 0.10, 0.09, 0.11, 0.13, 0.09]
}

=====

# 4
{
  "formula": "C25H23N3O3S",
  "method": "ωB97M-V with the def2-TZVPD basis set",
  "e_tot_ha": -1754.65921,
  "e_lumo_ev": 0.57,
  "smiles": "Cc1ccc([C@H](C(=O)NCc2ccco2)N(C(=O)Cc2cccs2)c2cccnc2)cc1",
  "relative_energy_ev": 0.000,
  "gap_ev": 9.14,
  "symbols": ["S", "O", "O", "O", "N", "N", "N", "C", "C", "C", "C", "C", "C", "C", "C", "C", "C", "C", "C", "C", "C", "C", "C", "C", "C", "C", "C", "C", "C", "C", "C", "C", "H", "H", "H", "H", "H", "H", "H", "H", "H", "H", "H", "H", "H", "H", "H", "H", "H", "H", "H", "H", "H", "H", "H"],
  "xyz": [[4.642, 0.074, -1.193], [-4.842, 1.236, -1.706], [-1.570, 2.243, 1.738], [-0.361, -0.326, -1.708], [-1.901, 1.541, -0.389], [0.788, 0.451, 0.072], [3.383, 2.982, 0.628], [-2.986, 2.460, -0.680], [1.937, 1.085, 0.602], [3.081, -0.646, -1.434], [-2.132, -3.613, 0.751], [-5.972, 0.607, -1.347], [-2.929, -2.481, 0.852], [-0.753, -3.446, 0.745], [3.791, 1.157, 2.104], [-2.371, -1.217, 0.926], [3.066, -1.938, -1.005], [1.964, 0.122, -2.054], [2.682, 0.489, 1.615], [5.242, -1.378, -0.496], [-4.303, 1.762, -0.585], [-0.993, -1.054, 0.895], [0.685, 0.070, -1.222], [-6.175, 0.711, -0.006], [-0.191, -2.187, 0.824], [4.302, -2.355, -0.462], [-0.344, 0.308, 0.998], [4.104, 2.398, 1.569], [2.325, 2.349, 0.161], [-5.084, 1.463, 0.493], [-1.347, 1.467, 0.831], [-2.742, -4.976, 0.635], [-4.004, -2.584, 0.872], [0.884, -2.082, 0.824], [-2.852, 2.862, -1.687], [-4.902, 1.749, 1.509], [1.707, -0.305, -3.028], [-1.712, 0.792, -1.050], [2.265, 1.159, -2.206], [1.751, 2.872, -0.593], [-2.091, -5.731, 1.069], [4.479, -3.340, -0.069], [0.069, 0.421, 2.009], [6.260, -1.417, -0.161], [-6.992, 0.308, 0.557], [-2.893, -5.225, -0.416], [-6.539, 0.133, -2.124], [-3.708, -5.012, 1.131], [-0.111, -4.314, 0.682], [4.963, 2.958, 1.912], [4.398, 0.721, 2.881], [-2.934, 3.262, 0.060], [-3.020, -0.360, 1.018], [2.201, -2.571, -1.086], [2.403, -0.481, 2.000]],
  "lowdin_charge": [1.05, 0.05, 0.08, 0.08, 0.10, 0.05, 0.08, -0.08, -0.22, -0.53, -0.28, -0.12, -0.02, -0.03, -0.05, -0.01, -0.13, -0.09, -0.01, -0.40, -0.27, -0.17, -0.42, -0.06, -0.03, -0.18, -0.11, -0.15, -0.09, -0.03, -0.46, -0.05, 0.11, 0.10, 0.13, 0.12, 0.13, 0.12, 0.11, 0.13, 0.08, 0.10, 0.16, 0.06, 0.10, 0.08, 0.12, 0.08, 0.11, 0.11, 0.11, 0.13, 0.10, 0.11, 0.12]
}

=====

What is the formula in the second record?
C25H23IN6O6SV